Entry 1:
# C30H44N6O12

A cluster of 11 separate species, C30H44N6O12 in total at a distorted geometry (ωB97M-V/def2-TZVPD, the OMol25 dataset).

Structure (ORCA input):
```
! wB97M-V def2-TZVPD RIJCOSX def2/J DEFGRID3
* xyz 0 1
O 1.61095 -4.36129 -3.78810
C 2.18020 -4.55044 -2.74451
C 3.62642 -4.21089 -2.38919
C 3.65081 -4.25019 -0.85771
C 2.43030 -5.16047 -0.53328
O 1.58864 -5.11776 -1.67110
H 4.23111 -4.99016 -2.78936
H 3.92982 -3.29957 -2.87278
H 4.53392 -4.65239 -0.34540
H 3.48319 -3.24497 -0.45310
H 2.61056 -6.24928 -0.34504
H 1.84299 -4.75023 0.26674
O 2.33304 1.82094 -6.88696
C 1.77378 2.09140 -5.81166
C 0.62669 3.10383 -5.57402
C 0.66333 3.33006 -4.08014
C 1.30411 2.01990 -3.56012
O 2.02400 1.41869 -4.63777
H 0.78946 4.02496 -6.15795
H -0.31887 2.75936 -6.02140
H 1.24392 4.23415 -3.84777
H -0.33452 3.45096 -3.68389
H 2.10519 2.16102 -2.82576
H 0.62692 1.28886 -3.15718
O -1.26937 2.35312 4.72701
C -0.32594 2.49714 3.98880
C 1.09298 2.48313 4.31728
C 1.82462 2.38621 2.92722
C 0.70183 2.81862 1.96413
O -0.50417 2.76400 2.71437
H 1.21378 3.43674 4.92152
H 1.39698 1.58976 4.89288
H 2.77334 2.96155 2.87744
H 2.06104 1.36420 2.69100
H 0.78509 3.74629 1.41275
H 0.60565 2.15190 1.09618
O 1.32667 -1.55532 -1.18929
C 0.32260 -0.90214 -0.90772
O -0.16502 -0.86991 0.30904
C -1.46762 -0.28402 0.21550
C -1.21634 0.62982 -0.96580
O -0.34583 -0.17568 -1.77534
H -2.17281 -1.09580 0.04163
H -1.76485 0.25605 1.13478
H -0.76703 1.58424 -0.70383
H -2.19700 0.79228 -1.43602
O -0.49830 4.45913 -0.72516
C -1.49161 4.29991 -0.09170
O -2.06116 3.09134 0.00567
C -3.16249 3.15820 0.89860
C -3.42631 4.66739 0.95487
O -2.17842 5.22109 0.62367
H -3.94796 2.60896 0.42371
H -2.83516 2.68878 1.81703
H -3.69603 5.04867 1.93312
H -4.19282 4.96253 0.23441
C -5.62412 -1.24244 0.56115
C -5.33616 0.00188 -0.22155
N -5.21511 1.04397 -0.71314
H -4.75531 -1.85949 0.69401
H -6.38768 -1.76641 -0.03718
H -6.11771 -1.00462 1.49277
C 5.81687 -0.19320 -1.50818
C 5.10750 -0.08343 -0.22834
N 4.59976 -0.15229 0.79844
H 5.67078 0.70579 -2.10281
H 5.47238 -1.05444 -2.00768
H 6.84414 -0.32957 -1.27484
C -1.33481 -1.41202 -4.21725
C -2.21413 -1.84687 -3.13167
N -2.93110 -2.12317 -2.26431
H -1.47048 -1.91696 -5.20284
H -0.26821 -1.42709 -3.90563
H -1.58572 -0.38452 -4.39328
C 2.33266 -1.76729 2.39636
C 1.32130 -1.32568 3.34103
N 0.54349 -0.97000 4.09589
H 1.96627 -2.72130 1.97839
H 3.21178 -2.04041 2.90950
H 2.48341 -0.95016 1.65722
C -1.59643 -3.01291 2.94797
C -0.46390 -3.94327 2.73516
N 0.37882 -4.73638 2.63757
H -1.44050 -2.10630 2.38786
H -1.67146 -2.85480 4.02167
H -2.57966 -3.50180 2.71233
C -2.73761 -0.21583 5.37321
C -3.27739 0.03290 4.05006
N -3.72885 -0.03098 2.99020
H -3.47541 0.36854 5.92003
H -1.70397 0.15361 5.44896
H -2.80775 -1.33772 5.49869
*
```

HOMO ... -9.90 eV
Gap between HOMO and LUMO ... 10.3 eV
SMILES ... O=C1CCCO1.O=C1CCCO1.O=C1CCCO1.O=C1OCCO1.O=C1OCCO1.CC#N.CC#N.CC#N.CC#N.CC#N.CC#N

---

Entry 2:
# C4H5Cl3

An isolated molecule of C4H5Cl3 at a distorted geometry (ωB97M-V/def2-TZVPD, the OMol25 dataset).

Structure (ORCA input):
```
! wB97M-V def2-TZVPD RIJCOSX def2/J DEFGRID3
* xyz 0 1
C -0.18618 -0.14494 2.64644
C 0.12392 0.04850 1.19102
C 1.19322 0.73445 0.82734
Cl 1.76491 1.04712 -0.80508
C -0.92871 -0.54937 0.23232
Cl -0.17048 -1.76664 -0.79497
Cl -1.61938 0.71233 -0.80542
H -1.04640 0.48317 2.92476
H -0.42374 -1.19594 2.92562
H 0.62336 0.11886 3.32995
H 1.78898 1.22415 1.57195
H -1.73152 -1.03983 0.75794
*
```

HOMO ... -9.63 eV
Energy above the lowest of the compared OMol25 structures with the same formula, charge and spin ... 0.119 eV
Gap between HOMO and LUMO ... 10.4 eV
SMILES ... C/C(=C/Cl)C(Cl)Cl

---

Entry 3:
# C4H5AlBrF4NO3PS

A structure of composition C4H5AlBrF4NO3PS at a distorted geometry (ωB97M-V/def2-TZVPD, the OMol25 dataset).

Structure (ORCA input):
```
! wB97M-V def2-TZVPD RIJCOSX def2/J DEFGRID3
* xyz -1 1
C 0.38074 0.68682 -0.16588
P -1.33613 0.35361 0.41026
O -1.18119 -0.52091 1.82592
C -2.07157 -0.73210 -0.94265
N -3.40406 -1.27751 -0.56823
C -4.26786 -0.45011 -0.38617
S -5.43622 0.41969 0.19600
O -1.24269 -1.80232 -1.46363
C -0.88543 -2.71518 -0.54530
O -1.59376 -3.48953 -0.01474
Br 1.01890 -2.78880 -0.12526
H 0.52921 1.72967 -0.43538
H 1.12714 0.42192 0.58373
H 0.59275 0.08486 -1.05478
H -1.84980 -1.21775 1.84127
H -2.21578 -0.05753 -1.78741
F 2.96443 2.03794 -0.44776
Al 4.37376 2.27192 0.53120
F 4.21369 1.36752 1.97631
F 4.53022 3.93467 0.90425
F 5.75366 1.74308 -0.33176
*
```

HOMO ... -6.46 eV
Gap between HOMO and LUMO ... 8.2 eV

---

Entry 4:
# C3H6BClO2

A structure of composition C3H6BClO2 at a distorted geometry (ωB97M-V/def2-TZVPD, the OMol25 dataset).

Structure (ORCA input):
```
! wB97M-V def2-TZVPD RIJCOSX def2/J DEFGRID3
* xyz 0 3
B -0.84474 -0.15144 0.02410
C -1.61619 1.41220 -0.19535
C 0.89525 -1.15268 0.00498
C 2.19028 -0.31845 -0.09913
O -1.78039 -1.05440 0.30244
O 0.75948 -2.36803 0.20042
Cl 2.03165 1.07939 0.86725
H -2.53586 1.08920 -0.80714
H -1.99334 1.93721 0.72779
H 3.11785 -0.81709 0.18171
H 2.09218 0.19337 -1.16131
H -1.41854 -1.94182 0.58861
H -0.89763 2.09255 -0.63438
*
```

HOMO (spin up / spin down) ... -6.40 / -10.79 eV
Energy above the lowest of the compared OMol25 structures with the same formula, charge and spin ... 0.952 eV
Gap between HOMO and LUMO (spin up / spin down) ... 7.0 / 8.2 eV

---

Entry 5:
# C24H43ClN2O17P4S

A cluster of 3 separate species, C24H43ClN2O17P4S in total at a distorted geometry (ωB97M-V/def2-TZVPD, the OMol25 dataset).

Structure (ORCA input):
```
! wB97M-V def2-TZVPD RIJCOSX def2/J DEFGRID3
* xyz 0 1
C -2.36242 5.37558 -3.55566
C -1.09556 4.86421 -2.86065
O -0.16709 5.58233 -2.59520
O -1.01074 3.52194 -2.53761
C -2.00408 3.16755 -1.54659
C -1.22785 2.73139 -0.27249
C -0.51829 1.35583 -0.54744
C -0.90237 0.32884 0.56494
C 0.28623 -0.51801 1.03797
N 0.98123 -0.03014 2.03622
C 2.00821 -0.87669 2.36208
C 2.88665 -0.45976 3.41111
C 3.96710 -1.19206 3.81562
P 5.15490 -0.66492 5.13877
O 6.64088 -0.67734 4.38228
O 4.76338 0.94522 5.35566
C 4.23449 -2.44899 3.18057
C 3.40384 -2.90872 2.17891
P 3.85691 -4.52445 1.45609
O 2.95667 -4.99937 0.40350
O 5.36507 -4.49275 0.85132
O 3.80745 -5.60524 2.67895
C 2.28030 -2.11050 1.74933
N 1.49549 -2.58788 0.73503
C 0.51995 -1.79188 0.37540
C -0.36030 -2.26477 -0.78692
C 0.46947 -3.06509 -1.84448
C 1.77663 -2.35766 -2.27380
C 2.30372 -2.78038 -3.66448
S 2.89833 -4.49471 -3.74495
O 1.83823 -5.42010 -3.50049
O 3.47451 -4.62621 -5.05184
Cl 4.45162 -4.70477 -2.42397
H -2.92824 4.57039 -4.04603
H -3.00148 5.85971 -2.80366
H -2.03964 6.10996 -4.30499
H -2.67691 4.00284 -1.29646
H -2.55561 2.28027 -1.89679
H -0.47331 3.47944 0.00792
H -1.98380 2.65166 0.52382
H -0.90238 0.96947 -1.50755
H 0.56039 1.53447 -0.63788
H -1.75733 -0.28805 0.25882
H -1.22907 0.89872 1.44947
H 2.68504 0.49396 3.91153
H 6.56926 -0.25616 3.50911
H 5.11694 1.40481 4.57523
H 5.09683 -3.06169 3.46730
H 5.49350 -3.65827 0.37908
H 3.00743 -5.35311 3.16573
H -0.93102 -1.45345 -1.25072
H -1.05894 -2.99245 -0.33195
H 0.64352 -4.06196 -1.41981
H -0.14901 -3.19571 -2.74899
H 1.67857 -1.26066 -2.18185
H 2.56436 -2.62972 -1.54601
H 3.20660 -2.17671 -3.86582
H 1.60952 -2.58274 -4.49138
C -5.17575 -5.68226 1.52574
O -4.91585 -6.58914 0.46818
P -3.95394 -6.12751 -0.83199
O -3.95705 -4.65222 -0.51938
O -5.16358 -6.54310 -1.84193
C -6.36821 -5.79231 -1.80036
O -2.92951 -5.89178 -2.15747
C -2.47165 -7.06345 -2.86169
H -5.50415 -6.26587 2.38767
H -4.29201 -5.11621 1.81209
H -5.98062 -5.00882 1.23011
H -6.18691 -4.75122 -1.53147
H -7.06329 -6.24116 -1.08852
H -6.81470 -5.82407 -2.79301
H -3.30584 -7.56864 -3.35139
H -1.97257 -7.75071 -2.17786
H -1.75753 -6.74551 -3.61889
C 1.10038 6.04242 2.34064
O 1.12630 7.43116 2.04781
P -0.28844 8.31501 2.05724
O -1.29780 7.21136 2.11182
O -0.00956 8.84505 0.54919
C -0.15165 7.91888 -0.52282
O -1.35917 9.57334 2.34754
C -0.80163 10.89481 2.47340
H 2.11302 5.74436 2.61723
H 0.43558 5.80639 3.16875
H 0.80564 5.49401 1.44551
H -0.91453 7.17095 -0.30783
H 0.79988 7.42496 -0.72001
H -0.44827 8.47060 -1.41294
H -0.36857 11.22162 1.52673
H -0.04103 10.91745 3.25509
H -1.60473 11.57608 2.74751
*
```

HOMO ... -9.18 eV
Gap between HOMO and LUMO ... 7.1 eV
SMILES ... CC(=O)OCCCCc1nc2cc(P(O)O)cc(P(=O)(O)O)c2nc1CCCCS(=O)(=O)Cl.COP(=O)(OC)OC.COP(=O)(OC)OC

---

no.,total energy (eV)
1,-65332.79883
2,-41795.82757
3,-119505.39762
4,-20498.36734
5,-123886.13321